Formula: C17H36IN2O5
Source: OMol25
Level of theory: ωB97M-V with the def2-TZVPD basis set

Its HOMO energy is -1.47 eV. Its frontier orbital gap is 0.1287 hartree.

Geometry as ORCA input:
```
! wB97M-V def2-TZVPD RIJCOSX def2/J DEFGRID3
* xyz -1 1
C 2.208 0.833 1.326
N 1.225 0.084 2.083
C -0.099 0.037 1.446
N -1.086 0.666 2.344
I -2.141 2.114 1.318
H 3.108 0.984 1.940
H 1.806 1.808 1.037
H 2.536 0.349 0.387
H 1.559 -0.830 2.352
H -0.095 0.514 0.450
H -0.430 -1.015 1.269
C 0.940 -4.350 5.415
C 0.792 -3.585 4.124
O 1.750 -3.113 3.560
C -0.597 -3.427 3.565
H 1.991 -4.382 5.699
H 0.376 -3.855 6.207
H 0.576 -5.371 5.287
H -1.226 -2.891 4.277
H -1.028 -4.409 3.356
H -0.553 -2.854 2.641
C 4.649 -3.267 -1.734
C 4.842 -2.073 -0.838
O 4.537 -0.959 -1.191
C 5.429 -2.325 0.526
H 4.216 -2.942 -2.679
H 5.609 -3.746 -1.929
H 3.970 -3.978 -1.263
H 6.424 -2.765 0.426
H 4.782 -2.999 1.091
H 5.510 -1.383 1.064
C -3.663 6.277 1.171
C -4.251 5.342 0.146
O -3.670 4.342 -0.191
C -5.593 5.706 -0.440
H -2.703 5.886 1.502
H -3.514 7.266 0.732
H -4.330 6.352 2.032
H -5.526 6.669 -0.951
H -6.344 5.756 0.350
H -5.889 4.944 -1.159
C -8.633 7.565 -4.721
C -7.403 7.794 -3.880
O -7.407 8.582 -2.964
C -6.172 7.000 -4.229
H -9.440 8.199 -4.360
H -8.424 7.817 -5.762
H -8.944 6.522 -4.650
H -5.858 7.231 -5.248
H -6.379 5.933 -4.136
H -5.367 7.263 -3.546
C 4.788 -6.905 -0.626
C 6.048 -6.778 -1.440
O 6.552 -5.702 -1.667
C 6.661 -8.051 -1.962
H 4.456 -5.919 -0.313
H 4.002 -7.368 -1.225
H 4.978 -7.511 0.262
H 5.955 -8.564 -2.618
H 6.929 -8.704 -1.129
H 7.560 -7.815 -2.528
*
```